*P*
18
Properties=species:S:1:pos:R:3:nbo_charge:R:1 method="wB97M-V/def2-TZVPD" spin_multiplicity=1 e_homo_ev=-9.38 smiles=NCCN.O.O homo_lumo_gap_ha=0.364
N 0.427 0.797 2.062 -0.825
C -0.222 -0.504 2.082 -0.222
C -0.519 -1.045 0.674 -0.219
N 0.676 -1.127 -0.150 -0.842
H 1.150 0.758 1.338 0.343
H 1.039 0.910 2.874 0.358
H -1.238 -0.539 2.492 0.184
H 0.347 -1.245 2.646 0.172
H -0.952 -2.041 0.795 0.194
H -1.336 -0.494 0.181 0.155
H 0.563 -1.512 -1.072 0.359
H 1.016 -0.209 -0.354 0.342
O -3.775 -1.202 -2.278 -0.926
H -3.628 -0.437 -2.844 0.464
H -2.930 -1.256 -1.835 0.462
O 3.090 3.046 -1.829 -0.941
H 3.862 3.330 -2.293 0.471
H 2.430 2.768 -2.488 0.471

*Q*
18
Properties=species:S:1:pos:R:3:nbo_charge:R:1 method="wB97M-V/def2-TZVPD" spin_multiplicity=1 e_homo_ev=-8.87 smiles=NCCN.O.O homo_lumo_gap_ha=0.345
N -2.893 0.590 -1.685 -0.839
C -1.701 -0.078 -1.173 -0.221
C -0.595 0.002 -2.205 -0.214
N 0.622 -0.655 -1.755 -0.860
H -2.680 1.489 -2.095 0.351
H -3.559 0.772 -0.936 0.357
H -1.914 -1.133 -0.976 0.185
H -1.326 0.395 -0.265 0.158
H -0.997 -0.471 -3.114 0.188
H -0.409 1.060 -2.406 0.160
H 0.568 -0.881 -0.772 0.368
H 0.950 -1.430 -2.304 0.366
O 2.420 -0.544 5.032 -0.931
H 2.803 -0.327 4.177 0.466
H 2.735 0.152 5.616 0.464
O 1.692 0.089 1.642 -0.935
H 2.641 -0.082 1.576 0.466
H 1.645 1.053 1.643 0.471

Q: Which of them is the least stable? A: *P*.

*P*
9
Properties=species:S:1:pos:R:3:nbo_charge:R:1 method="wB97M-V/def2-TZVPD" spin_multiplicity=1 e_homo_ev=-10.41 smiles="N=C=O.CCl" homo_lumo_gap_ha=0.373
N -0.257 0.301 0.319 -0.677
C 0.691 0.354 -0.354 0.770
O 1.250 -0.180 -1.234 -0.460
H 0.072 1.277 0.811 0.371
C -2.880 0.141 1.254 -0.581
Cl -3.329 -0.207 -0.537 -0.133
H -3.647 -0.760 1.581 0.261
H -3.156 1.282 1.545 0.209
H -1.815 0.272 1.429 0.239

*Q*
9
Properties=species:S:1:pos:R:3:nbo_charge:R:1 method="wB97M-V/def2-TZVPD" spin_multiplicity=1 e_homo_ev=-10.15 smiles="NC(=O)CCl" homo_lumo_gap_ha=0.388
N -0.134 -1.627 -0.538 -0.862
C -0.332 -0.841 0.596 0.646
O -1.070 -1.171 1.530 -0.592
C 0.400 0.583 0.633 -0.498
Cl 0.438 1.441 -0.993 -0.064
H 0.947 -1.506 -1.185 0.438
H -0.646 -2.542 -0.353 0.423
H 1.499 0.559 1.036 0.246
H -0.161 1.296 1.537 0.263

Q: Which of them is the least stable? A: *P*.

*P*
51
Properties=species:S:1:pos:R:3:nbo_charge:R:1 method="wB97M-V/def2-TZVPD" spin_multiplicity=4 e_homo_ev="-2.54 / -2.77" homo_lumo_gap_ha="0.249 / 0.245" total_charge=-2
Re -0.702 -0.575 1.648 1.307
S -2.995 -3.140 5.544 -0.821
Sb -1.923 -1.305 4.795 1.397
S 0.078 -1.819 3.490 -0.624
S -2.772 -0.418 2.700 -0.483
S -1.457 0.343 6.286 -0.884
O -0.150 -4.640 0.439 -0.979
P 0.226 -3.163 -0.073 2.561
O 0.455 -3.123 -1.525 -1.135
O -0.879 -2.293 0.546 -1.072
O 1.583 -2.883 0.761 -1.105
P 2.365 -1.448 0.753 2.573
O 3.015 -1.472 2.213 -1.016
O 3.418 -1.336 -0.260 -1.117
O 1.217 -0.421 0.742 -1.132
H 0.417 -5.269 -0.019 0.489
H 2.324 -1.599 2.890 0.512
C 0.954 -2.222 -5.411 -0.622
C 0.149 -1.542 -4.335 -0.005
C -1.080 -2.045 -3.939 -0.190
C -1.808 -1.441 -2.924 -0.187
C -1.309 -0.297 -2.324 -0.267
C -0.080 0.227 -2.706 -0.199
C 0.643 -0.404 -3.700 -0.196
S -2.292 0.511 -1.098 2.341
O -3.248 -0.451 -0.642 -0.933
O -2.767 1.743 -1.680 -0.974
N -1.260 0.840 0.126 -0.965
C -0.645 2.099 0.266 0.162
C -0.597 3.142 -0.639 -0.221
C 0.064 4.349 -0.332 -0.200
C 0.669 4.557 0.871 -0.245
C 0.631 3.524 1.834 -0.100
C 1.209 3.655 3.118 -0.115
C 1.115 2.640 4.013 -0.257
C 0.467 1.449 3.637 0.111
N -0.063 1.290 2.447 -0.456
C -0.012 2.313 1.529 0.220
H 0.651 -3.263 -5.526 0.209
H 2.018 -2.204 -5.171 0.218
H 0.822 -1.725 -6.377 0.200
H -1.448 -2.964 -4.384 0.197
H -2.738 -1.861 -2.566 0.240
H 0.332 1.089 -2.198 0.227
H 1.624 -0.027 -3.965 0.203
H -1.094 3.040 -1.587 0.242
H 0.078 5.134 -1.080 0.200
H 1.173 5.487 1.103 0.199
H 1.719 4.578 3.371 0.202
H 1.528 2.710 5.010 0.225
H 0.373 0.628 4.330 0.266

*Q*
51
Properties=species:S:1:pos:R:3:nbo_charge:R:1 method="wB97M-V/def2-TZVPD" spin_multiplicity=4 e_homo_ev="-2.00 / -2.01" homo_lumo_gap_ha="0.208 / 0.197" total_charge=-2
Re 0.896 0.322 1.045 1.356
S 3.440 2.456 -4.365 -0.949
Sb 2.618 3.502 -2.518 0.924
S 1.757 -1.031 -0.668 -0.280
S 2.487 0.932 -0.568 -0.206
S 4.334 4.183 -1.155 -0.950
O 1.944 3.582 0.858 -1.056
P 1.642 3.144 2.337 2.590
O 1.324 4.221 3.275 -1.116
O 0.600 2.005 2.180 -1.107
O 3.016 2.393 2.794 -1.117
P 3.450 0.877 3.041 2.589
O 4.828 0.799 2.237 -1.001
O 3.627 0.526 4.454 -1.130
O 2.457 -0.022 2.268 -1.103
H 2.778 4.020 0.568 0.548
H 4.677 0.984 1.296 0.517
C 0.144 -1.971 -5.774 -0.626
C -0.290 -1.148 -4.592 -0.011
C 0.419 -0.020 -4.205 -0.204
C 0.025 0.718 -3.100 -0.170
C -1.090 0.336 -2.381 -0.276
C -1.826 -0.780 -2.759 -0.201
C -1.420 -1.517 -3.856 -0.234
S -1.541 1.279 -0.949 2.334
O -2.973 1.459 -0.984 -0.972
O -0.697 2.435 -0.917 -0.912
N -1.122 0.344 0.337 -0.932
C -2.018 -0.482 0.987 0.184
C -3.320 -0.805 0.630 -0.273
C -4.113 -1.637 1.441 -0.180
C -3.662 -2.165 2.615 -0.251
C -2.340 -1.880 3.022 -0.094
C -1.771 -2.361 4.227 -0.128
C -0.485 -2.045 4.559 -0.262
C 0.277 -1.257 3.675 0.102
N -0.234 -0.807 2.547 -0.485
C -1.528 -1.071 2.205 0.205
H 1.010 -1.525 -6.262 0.221
H -0.657 -2.058 -6.511 0.203
H 0.417 -2.984 -5.465 0.210
H 1.301 0.303 -4.747 0.246
H 0.589 1.586 -2.795 0.250
H -2.707 -1.070 -2.201 0.214
H -1.987 -2.394 -4.152 0.194
H -3.753 -0.379 -0.258 0.248
H -5.125 -1.848 1.113 0.202
H -4.292 -2.790 3.236 0.198
H -2.377 -2.979 4.880 0.205
H -0.033 -2.389 5.478 0.221
H 1.307 -0.990 3.876 0.261

Q: Which of them is the least stable? A: *Q*.